A structure of composition C11H5I2N4OOs at a distorted geometry, computed with ωB97M-V with the def2-TZVPD basis set.

Computed properties:
frontier orbital gap (alpha / beta)	7.23 / 4.62	eV
LUMO energy (alpha / beta)	-5.0089 / -7.2508	eV
HOMO (alpha / beta)	-12.237 / -11.867	eV

Geometry as ORCA input:
```
! RIJCOSX wB97M-V def2-TZVPD def2/J DEFGRID3
* xyz 1 5
Os -1.343 -1.302 0.005
I -1.072 3.997 0.005
C 0.344 2.384 0.005
C 1.679 2.788 0.005
C 2.679 1.828 0.005
I 4.658 2.581 0.005
C 2.361 0.452 0.005
C 3.339 -0.575 0.005
C 2.981 -1.915 0.005
C 1.641 -2.205 0.005
N 0.680 -1.266 0.005
C 0.991 0.057 0.005
C -0.067 1.023 0.005
O -1.307 0.684 0.005
H 1.923 3.845 0.005
H 4.398 -0.345 0.005
H 3.724 -2.701 0.005
H 1.277 -3.226 0.005
N -3.361 -1.302 0.005
C -4.518 -1.299 0.005
N -5.903 -1.294 0.005
C -6.592 -0.092 -0.036
N -7.167 0.912 -0.070
H -1.343 -3.027 0.005
*
```



A structure of composition C11H6BiN2O4S at a distorted geometry, computed with ωB97M-V with the def2-TZVPD basis set.

Computed properties:
frontier orbital gap (alpha / beta)	3.94 / 3.92	eV
LUMO energy (alpha / beta)	-14.7500 / -14.7596	eV
HOMO (alpha / beta)	-18.685 / -18.684	eV

Geometry as ORCA input:
```
! RIJCOSX wB97M-V def2-TZVPD def2/J DEFGRID3
* xyz 3 1
O 0.156 -3.160 -2.188
C 0.125 -1.955 -2.195
Bi 0.127 0.033 -1.920
O -2.634 0.003 -3.777
C -1.591 0.013 -3.166
C 1.827 0.053 -3.170
O 2.865 0.056 -3.771
C 0.100 2.014 -2.157
O 0.084 3.212 -2.192
N 2.420 -1.800 -0.238
C 1.490 -1.214 0.436
N 0.505 -0.471 0.011
C -0.356 0.135 1.025
C -1.418 0.988 0.864
C -2.020 1.468 1.995
C -1.588 1.110 3.264
C -0.523 0.249 3.431
C 0.087 -0.234 2.297
S 1.498 -1.316 2.208
H 3.169 -2.351 0.203
H 2.515 -1.725 -1.263
H -1.741 1.270 -0.150
H -2.871 2.162 1.885
H -2.084 1.513 4.159
H -0.143 -0.053 4.410
*
```



A structure of composition C11H6Cl3I2MoN3O2, computed with ωB97M-V with the def2-TZVPD basis set.

Computed properties:
frontier orbital gap	5.90	eV
ΔE to the lowest compared entry with this formula, charge and spin	29.3	kcal per mole
LUMO energy	-9.3863	eV
HOMO	-15.287	eV

Geometry as ORCA input:
```
! RIJCOSX wB97M-V def2-TZVPD def2/J DEFGRID3
* xyz 2 1
Mo 0.025 0.344 1.247
I 2.485 -0.471 0.216
C 2.358 1.324 -0.964
I 0.277 1.846 -0.988
H 2.711 1.158 -1.977
H 2.897 2.109 -0.445
Cl -4.545 -5.198 -1.159
C -3.498 -3.963 -0.633
C -3.816 -2.636 -0.926
C -2.969 -1.639 -0.499
Cl -3.316 0.017 -0.816
C -1.813 -1.971 0.215
O -0.978 -0.995 0.626
C -1.508 -3.304 0.509
Cl -0.088 -3.656 1.411
C -2.351 -4.305 0.083
H -4.713 -2.395 -1.478
H -2.130 -5.340 0.301
N -1.288 1.641 2.530
C -0.040 1.615 3.231
O 0.951 1.671 2.312
C 0.122 1.293 4.530
C -1.044 1.224 5.356
N -2.058 1.155 5.891
C 1.434 1.014 5.025
N 2.509 0.801 5.363
H -1.509 2.556 2.138
H -2.081 1.295 3.071
*
```



A cluster of 26 separate species, C11H70BF9O27PS in total at a distorted geometry, computed with ωB97M-V with the def2-TZVPD basis set.

Computed properties:
frontier orbital gap	2.05	eV
LUMO energy	-0.7627	eV
HOMO	-2.809	eV

Geometry as ORCA input:
```
! RIJCOSX wB97M-V def2-TZVPD def2/J DEFGRID3
* xyz -1 1
C 3.707 -3.018 3.603
P 4.142 -3.466 1.813
C 3.432 -5.147 1.303
B 3.443 -2.023 0.687
C 1.855 -1.777 1.055
C 0.848 -2.057 -0.173
C -0.209 -0.828 -0.210
C -1.534 -1.159 -0.999
C -2.914 -0.630 -0.436
F -3.464 -1.632 0.385
F -3.778 -0.665 -1.599
C -2.974 0.856 0.083
F -1.923 1.676 -0.387
F -4.121 1.462 -0.517
S -3.154 1.176 1.923
F -3.997 2.612 1.554
F -1.739 2.100 1.893
F -2.233 -0.099 2.407
F -4.608 0.367 2.059
F -3.308 1.594 3.537
C 4.344 -0.687 1.102
C 5.337 -0.211 -0.045
O 5.975 1.054 0.427
C 7.291 0.834 0.805
O 8.217 1.491 0.269
H 3.315 -1.941 3.584
H 4.665 -3.016 4.216
H 2.916 -3.674 4.082
H 3.453 -5.833 2.225
H 4.179 -5.596 0.560
H 2.381 -5.105 0.879
H 3.626 -2.318 -0.459
H 1.517 -2.443 1.923
H 1.722 -0.702 1.402
H 1.365 -2.130 -1.177
H 0.262 -3.004 0.056
H 0.358 -0.001 -0.776
H -0.298 -0.469 0.857
H -1.450 -0.799 -2.075
H -1.634 -2.310 -1.080
H 3.716 0.210 1.404
H 5.000 -0.938 2.015
H 4.808 0.081 -1.011
H 6.147 -0.992 -0.188
H 7.611 0.107 1.629
O 0.115 -1.498 -3.601
H 0.207 -2.059 -4.378
H -0.583 -0.877 -3.844
O -3.678 2.492 -3.547
H -3.576 2.820 -2.646
H -4.610 2.252 -3.602
O -4.398 -0.183 -5.540
H -3.987 0.279 -4.795
H -5.326 0.077 -5.492
O 1.142 2.071 -1.595
H 0.287 2.352 -1.250
H 1.736 2.802 -1.376
O -5.317 5.327 1.298
H -5.004 4.486 0.948
H -5.071 5.295 2.229
O 2.158 0.933 -4.196
H 2.251 1.258 -3.290
H 1.227 0.693 -4.259
O 7.089 4.147 0.017
H 7.454 3.323 0.383
H 7.857 4.722 -0.073
O -3.351 1.373 -7.832
H -3.849 0.851 -7.185
H -2.434 1.289 -7.544
O -6.541 0.384 4.288
H -6.137 -0.175 4.962
H -5.917 0.347 3.550
O 0.389 1.911 4.048
H 0.481 2.226 4.955
H -0.543 1.674 3.977
O -2.694 5.025 2.370
H -1.882 5.306 1.927
H -2.824 4.118 2.059
O -1.976 -4.888 -0.565
H -2.849 -4.547 -0.340
H -2.157 -5.584 -1.213
O 2.452 -5.363 5.353
H 2.545 -5.020 6.250
H 1.525 -5.622 5.297
O 10.826 -0.483 0.942
H 10.920 -1.067 0.182
H 10.106 0.112 0.693
O -7.124 3.281 3.177
H -6.780 2.443 3.515
H -6.349 3.851 3.138
O -0.989 -0.201 -5.763
H -1.864 0.138 -5.534
H -1.169 -0.894 -6.410
O -3.006 -6.543 -3.288
H -2.916 -7.105 -4.067
H -3.701 -5.922 -3.529
O -8.133 0.584 1.213
H -7.180 0.477 1.303
H -8.295 1.490 1.509
O 0.072 5.295 0.533
H 0.351 5.078 -0.364
H 0.356 6.209 0.650
O 5.301 5.592 -1.785
H 5.702 6.442 -1.571
H 5.699 4.978 -1.150
O 2.833 -4.344 -1.634
H 2.028 -4.861 -1.510
H 3.393 -4.910 -2.178
O 2.979 4.372 -2.804
H 3.264 4.150 -3.698
H 3.255 5.289 -2.692
O 3.109 3.346 4.030
H 3.204 3.663 4.936
H 2.175 3.106 3.961
O -4.679 -7.686 -5.478
H -5.552 -7.345 -5.252
H -4.857 -8.379 -6.123
O -6.298 1.602 7.241
H -6.185 1.056 6.455
H -7.002 2.215 7.000
*
```



Number 1: total energy -38152.3871 eV. Number 2: total energy -39303.8984 eV. Number 3: total energy -75674.5693 eV. Number 4: total energy -113078.8823 eV.